Computed, not measured: a molecular structure, C38H37BrF5MoN7O7S5Te at a distorted geometry, with the ωB97M-V functional and the def2-TZVPD basis.

The calculation puts the energy above the lowest of the compared OMol25 structures with the same formula, charge and spin at 357.57 kJ/mol. Its electronic energy is -211724.084 eV.

Last column: Mulliken charge in e.
Geometry (Å):
Mo  1.471  -0.378  -1.035  -1.181
Br  1.019  7.165  9.968  -0.173
C  1.311  5.800  8.675  0.155
C  0.380  5.611  7.663  -0.764
C  0.596  4.636  6.717  0.081
C  1.751  3.832  6.770  0.040
C  2.670  4.034  7.815  -0.308
C  2.453  5.016  8.755  -0.490
N  2.047  2.879  5.855  -0.697
N  1.349  2.722  4.801  0.322
C  1.667  1.858  3.836  0.107
C  2.776  0.981  3.893  -0.734
C  3.128  0.164  2.845  -1.286
C  2.385  0.210  1.654  1.723
O  2.616  -0.474  0.552  -0.585
C  1.265  1.051  1.576  0.007
N  0.622  0.979  0.377  0.782
C  -0.508  1.689  0.274  -0.251
C  -1.002  2.485  1.285  -1.724
C  -0.323  2.596  2.491  -0.656
C  0.848  1.864  2.655  0.554
H  -0.503  6.230  7.617  0.408
H  -0.113  4.473  5.920  0.387
H  3.555  3.419  7.860  0.436
H  3.171  5.184  9.543  0.406
H  3.346  0.986  4.813  0.547
H  3.987  -0.484  2.916  0.572
H  -1.040  1.609  -0.661  0.605
H  -1.926  3.016  1.123  0.595
H  -0.680  3.215  3.298  0.529
C  -2.206  -2.488  -4.960  -1.020
C  -1.198  -3.402  -4.287  -0.495
S  -1.248  -3.558  -2.466  0.161
C  -3.041  -3.695  -2.117  -1.210
C  -3.637  -2.334  -1.752  -1.100
S  -2.327  -1.035  -1.762  0.105
C  -3.216  0.295  -2.659  -0.563
C  -3.380  -0.030  -4.133  -1.120
S  -1.819  -0.699  -4.834  0.256
H  -3.216  -2.640  -4.586  0.232
H  -2.190  -2.714  -6.028  0.586
H  -0.179  -3.066  -4.490  -0.044
H  -1.313  -4.409  -4.694  0.632
H  -3.075  -4.362  -1.258  0.467
H  -3.537  -4.156  -2.970  0.606
H  -4.026  -2.352  -0.735  0.542
H  -4.422  -2.028  -2.438  0.489
H  -2.571  1.167  -2.544  -0.259
H  -4.173  0.491  -2.174  0.767
H  -3.616  0.872  -4.695  0.529
H  -4.170  -0.760  -4.305  0.475
N  0.777  -3.916  6.272  -0.487
C  0.458  -3.500  5.012  1.162
C  0.038  -4.424  4.046  -1.073
C  -0.372  -3.999  2.801  -0.292
C  -0.361  -2.647  2.509  -1.009
C  0.059  -1.717  3.442  -0.426
C  0.474  -2.136  4.688  -1.039
S  -0.943  -2.061  0.947  1.417
O  -1.510  -0.751  1.128  -0.696
O  -1.783  -3.058  0.346  -0.661
N  0.410  -1.810  0.019  1.491
C  1.265  -2.811  -0.207  -0.105
N  1.155  -4.054  0.233  -0.260
C  2.110  -4.893  -0.136  -0.409
C  3.194  -4.521  -0.918  -1.178
C  3.258  -3.192  -1.316  0.016
N  2.311  -2.348  -0.941  0.483
H  0.932  -4.895  6.433  0.203
H  1.240  -3.273  6.888  0.200
H  0.028  -5.474  4.292  0.301
H  -0.709  -4.689  2.046  0.529
H  0.030  -0.672  3.179  0.763
H  0.799  -1.414  5.421  0.378
H  1.985  -5.907  0.224  0.521
H  3.943  -5.231  -1.224  0.449
H  4.064  -2.799  -1.933  0.584
C  -3.176  4.502  -6.309  -1.513
C  -2.146  3.770  -5.508  1.109
C  -1.870  4.102  -4.186  -1.073
C  -0.915  3.394  -3.474  -0.612
C  -0.239  2.351  -4.081  -0.118
C  -0.489  2.018  -5.400  -0.475
C  -1.449  2.722  -6.102  -0.680
S  1.022  1.496  -3.150  2.164
O  1.621  0.596  -4.116  -0.492
O  1.803  2.511  -2.520  -0.653
O  0.229  0.745  -2.086  0.321
H  -3.557  5.373  -5.782  0.366
H  -4.006  3.833  -6.529  0.309
H  -2.750  4.823  -7.258  0.365
H  -2.397  4.920  -3.715  0.350
H  -0.659  3.651  -2.457  0.517
H  0.080  1.225  -5.858  0.491
H  -1.656  2.465  -7.130  0.408
F  4.192  -2.463  -4.777  -0.474
Te  2.822  -1.239  -3.888  1.421
F  1.617  -1.555  -5.365  -0.362
F  2.124  -3.229  -3.696  -0.539
F  3.683  -0.129  -5.311  -0.495
F  0.783  -1.437  -2.639  0.109
O  2.720  0.277  -1.877  -0.748



Computed, not measured: a molecular structure, C38H37ClMoO3S5Si, with the ωB97M-V functional and the def2-TZVPD basis.

The calculation puts the energy above the lowest of the compared OMol25 structures with the same formula, charge and spin at 169.37 kJ/mol. Its electronic energy is -122582.042 eV.

Last column: Mulliken charge in e.
Geometry (Å):
Mo  -0.664  -0.073  0.117  1.113
C  2.256  1.092  2.612  -1.557
C  2.824  -0.134  1.881  2.092
C  1.935  -1.356  2.150  -1.183
C  4.211  -0.431  2.468  -1.952
Si  2.754  0.231  0.026  -1.193
O  1.108  0.342  -0.299  1.557
C  3.488  1.876  -0.486  0.861
C  3.149  2.358  -1.755  -0.245
C  3.694  3.531  -2.251  -0.691
C  4.605  4.247  -1.488  -0.538
C  4.964  3.784  -0.233  -0.828
C  4.408  2.611  0.260  -0.145
C  3.463  -1.069  -1.105  0.858
C  4.572  -1.849  -0.775  -0.232
C  5.105  -2.757  -1.679  -0.802
C  4.538  -2.901  -2.935  -0.493
C  3.442  -2.127  -3.288  -0.909
C  2.915  -1.222  -2.382  -0.146
H  2.118  0.852  3.671  0.510
H  1.287  1.412  2.221  0.133
H  2.926  1.949  2.552  0.263
H  1.841  -1.518  3.228  0.502
H  2.341  -2.262  1.696  0.307
H  0.917  -1.244  1.754  -0.252
H  4.146  -0.434  3.559  0.518
H  4.965  0.305  2.188  0.290
H  4.575  -1.414  2.171  0.402
H  2.446  1.808  -2.370  0.313
H  3.413  3.885  -3.235  0.448
H  5.036  5.162  -1.873  0.378
H  5.676  4.336  0.365  0.420
H  4.706  2.275  1.244  0.109
H  5.045  -1.748  0.192  0.153
H  5.964  -3.353  -1.400  0.417
H  4.949  -3.613  -3.637  0.377
H  2.993  -2.234  -4.266  0.470
H  2.050  -0.637  -2.676  0.247
O  -2.173  -0.257  1.145  -0.664
C  -3.222  -0.247  2.124  3.644
C  -3.961  1.062  1.899  -0.515
C  -3.384  2.292  1.779  -0.374
C  -4.332  3.344  1.725  -0.881
C  -5.610  2.886  1.830  -0.598
S  -5.668  1.187  1.977  -0.020
C  -2.622  -0.207  3.508  -1.059
C  -3.293  -0.282  4.692  -0.530
C  -2.448  -0.070  5.812  -1.026
C  -1.159  0.175  5.448  -0.647
S  -0.966  0.139  3.752  0.308
C  -4.102  -1.441  1.900  -0.771
C  -4.910  -1.639  0.816  -0.608
C  -5.585  -2.882  0.853  -1.113
C  -5.267  -3.600  1.965  -0.428
S  -4.155  -2.785  2.962  0.006
H  -2.314  2.445  1.747  0.565
H  -4.075  4.385  1.617  0.425
H  -6.523  3.456  1.809  0.474
H  -4.355  -0.464  4.764  0.596
H  -2.784  -0.104  6.836  0.470
H  -0.311  0.359  6.085  0.459
H  -4.997  -0.928  0.008  0.675
H  -6.260  -3.228  0.087  0.424
H  -5.622  -4.577  2.246  0.485
C  -1.647  -3.413  -3.344  -0.460
O  -1.975  -3.801  -2.008  -0.310
C  -1.430  -3.198  -0.953  0.230
S  -1.827  -3.713  0.541  -0.171
S  -0.184  -1.989  -1.280  -0.475
H  -2.357  -3.948  -3.969  0.269
H  -0.629  -3.718  -3.588  0.315
H  -1.749  -2.338  -3.475  0.112
Cl  -3.389  -0.386  -2.253  -0.071
C  -2.173  0.475  -3.162  0.886
C  -2.100  0.252  -4.527  -0.629
C  -1.136  0.904  -5.280  -0.570
C  -0.263  1.785  -4.653  -0.824
C  -0.361  1.998  -3.288  -0.430
C  -1.311  1.343  -2.501  0.254
C  -1.364  1.564  -1.032  -2.303
H  -2.800  -0.431  -4.989  0.514
H  -1.076  0.730  -6.345  0.400
H  0.487  2.311  -5.228  0.419
H  0.316  2.692  -2.802  0.468
H  -2.384  1.776  -0.701  0.827
H  -0.708  2.403  -0.767  0.674